Model P:
Below is a 2-piece molecular cluster, C20H23NO4 overall, with properties calculated with ωB97M-V/def2-TZVPD.

Element x y z (Å)
C  -4.6673  -0.3328  -2.9397
C  -4.4798  -1.1282  -1.7746
C  -3.1474  -1.9370  -1.7286
H  -2.9871  -2.5295  -0.8606
H  -2.7110  -2.2812  -2.7522
O  -1.9109  -0.8225  -1.3676
C  -1.1847  -0.3845  -2.3177
O  -1.2677  -1.0473  -3.6447
C  -0.0603  0.3874  -2.1067
C  0.3506  0.4594  -0.6833
C  1.8370  0.0949  -0.3030
O  2.6986  -0.7006  -0.8695
N  2.3370  1.3657  0.2997
C  3.4953  1.2374  1.0586
H  4.0353  2.2814  0.8488
H  4.1674  0.7072  0.5426
C  3.5508  1.0118  2.4559
C  2.7921  -0.3659  2.6865
C  1.4781  -0.5945  3.1654
C  0.7571  -1.6396  3.4133
C  1.3950  -2.8357  2.6821
C  2.5241  -2.8131  2.3192
C  3.2253  -1.6986  2.1351
H  4.1852  -1.5889  1.7490
H  3.0270  -3.9402  1.5329
H  0.6613  -3.7322  2.6970
H  -0.1029  -1.4808  3.7228
H  1.1063  0.2642  3.7079
H  4.6053  0.7800  2.9254
H  3.0541  1.6769  3.1359
C  1.1811  2.0492  0.8276
C  0.2113  1.8571  -0.2540
C  -1.4265  1.9740  0.0450
C  -1.8232  2.1038  -1.2270
H  -2.8715  2.0705  -1.4980
C  -0.8146  1.7632  -2.0647
H  -0.7483  2.2633  -3.2620
O  0.1384  2.6994  -1.1935
H  -1.8752  1.9559  1.0280
H  1.5472  3.1190  0.9393
H  0.7120  2.1164  1.8987
H  -0.2076  -0.2903  0.2556
H  0.7454  0.4200  -2.7241
H  -5.0808  -1.7610  -1.5542
H  -4.3210  -0.5557  -0.7844
H  -5.6349  0.2024  -3.0764
H  -4.6189  -0.9254  -3.8731
H  -3.8771  0.5250  -3.2125

## Properties
- LUMO level (eV) = 0.494
- highest occupied orbital energy (Eh) = -0.3210



Model Q:
Below is a single C20H23NO4 molecule, with properties calculated with ωB97M-V/def2-TZVPD.

Element x y z (Å)
C  4.6348  2.8611  -5.8007
C  3.5132  3.2327  -4.8404
C  2.9967  2.0107  -4.0883
O  1.9703  2.4395  -3.2160
C  1.3601  1.5252  -2.4199
C  1.6546  0.1664  -2.3885
C  0.9684  -0.6692  -1.5239
C  -0.0194  -0.1834  -0.6829
C  -0.3130  1.1765  -0.7216
C  0.3644  2.0194  -1.5742
H  0.1408  3.0738  -1.6101
H  -1.0818  1.5861  -0.0828
C  -0.7498  -1.1188  0.2522
N  -0.5541  -0.7386  1.6348
C  0.1114  -1.5104  2.5223
O  0.5992  -2.5815  2.2414
C  0.1366  -0.9174  3.9292
C  -1.2307  -1.1074  4.5251
C  -2.1320  -0.0550  4.6161
C  -3.4019  -0.2593  5.1283
C  -3.7870  -1.5205  5.5478
C  -2.8959  -2.5770  5.4547
C  -1.6270  -2.3718  4.9457
H  -0.9328  -3.1950  4.8642
H  -3.1913  -3.5636  5.7800
H  -4.7777  -1.6797  5.9470
H  -4.0916  0.5692  5.1999
H  -1.8372  0.9368  4.2995
H  0.4041  0.1391  3.8876
H  0.8848  -1.4591  4.5081
H  -0.9287  0.1488  1.9296
H  -0.3325  -2.1269  0.1582
C  -2.2561  -1.1639  -0.0734
H  -2.7259  -0.2038  0.1414
C  -2.4565  -1.4739  -1.5357
O  -2.9920  -0.7531  -2.3323
O  -1.9571  -2.6691  -1.8653
H  -2.0814  -2.8402  -2.8120
H  -2.7281  -1.9436  0.5263
H  1.2104  -1.7217  -1.5053
H  2.4148  -0.2535  -3.0278
H  2.6059  1.2691  -4.7992
H  3.8137  1.5500  -3.5150
H  2.6826  3.6816  -5.3870
H  3.8678  3.9642  -4.1128
H  5.4720  2.4235  -5.2614
H  4.9887  3.7439  -6.3263
H  4.2863  2.1397  -6.5365

## Properties
- LUMO level (eV) = 0.636
- highest occupied orbital energy (Eh) = -0.3130
- SMILES = CCCOc1ccc([C@H](CC(=O)O)NC(=O)Cc2ccccc2)cc1



The structure with the most favorable energy is model Q; the runner-up is 421.2 kcal/mol above it.